Entry from the Open Molecules 2025 dataset: a single C16H32BIO6 molecule (ωB97M-V with the def2-TZVPD basis set).

Values from the calculation:
* multiplicity: 1
* Kohn-Sham gap: 9.61 eV
* E_HOMO: -9.0 eV
* total charge: 0
* LUMO: 0.57 eV
* SMILES: CCOB(O)[C@@](I)(CCCCCCCOC)OC(=O)CCCOC
* calculated total energy: -38174.1799 eV
* molar mass: 458.14 g/mol

CARTESIAN COORDINATES (ANGSTROEM)
C -4.208 0.212 2.916
C -4.484 0.675 1.483
O -3.450 1.546 0.997
B -2.420 0.912 0.358
O -1.566 0.130 1.093
C -2.165 1.191 -1.196
I -3.823 2.256 -2.121
C -0.944 2.171 -1.243
C 0.377 1.474 -1.577
C 1.543 2.472 -1.516
C 1.796 3.083 -0.130
C 1.830 2.068 1.011
C 2.990 1.075 0.877
C 4.169 1.545 1.739
O 5.393 0.943 1.381
C 6.045 1.638 0.335
O -1.805 0.031 -1.946
C -2.599 -1.055 -1.823
O -3.763 -1.028 -1.489
C -1.871 -2.336 -2.153
C -1.496 -3.117 -0.900
C -0.557 -4.292 -1.265
O 0.456 -4.490 -0.310
C 0.073 -5.364 0.741
H -5.116 0.163 3.508
H -3.682 -0.740 2.905
H -3.521 0.931 3.358
H -4.654 -0.155 0.797
H -5.389 1.279 1.484
H -1.270 -0.665 0.644
H -0.832 2.619 -0.256
H -1.120 2.920 -2.007
H 0.558 0.629 -0.913
H 0.355 1.093 -2.596
H 1.303 3.271 -2.220
H 2.431 1.971 -1.900
H 1.051 3.858 0.045
H 2.767 3.585 -0.163
H 1.948 2.631 1.941
H 0.876 1.549 1.100
H 3.313 0.985 -0.158
H 2.704 0.083 1.225
H 4.233 2.635 1.645
H 3.951 1.305 2.778
H 5.324 2.068 -0.364
H 6.660 0.925 -0.208
H 6.662 2.442 0.740
H -0.989 -2.114 -2.749
H -2.543 -2.950 -2.751
H -0.936 -2.531 -0.170
H -2.374 -3.532 -0.410
H -1.134 -5.197 -1.466
H -0.052 -4.035 -2.197
H 0.379 -6.392 0.537
H 0.578 -5.034 1.646
H -1.004 -5.335 0.909